(a)
# C4H7NO

C4H7NO in the gas phase (ωB97M-V with the def2-TZVPD basis set, the Open Molecules 2025 dataset).

Computed properties:
spin multiplicity	1
SMILES	N#CCCCO
E_HOMO	-10.2946	eV
molecular weight	85.1	g mol⁻¹

The geometry in XYZ format:
```
13
C4H7NO, DFT ωB97M-V with the def2-TZVPD basis set
O -0.81 -1.79 -0.65
C -0.38 -0.49 -1.01
C -0.80 0.54 0.06
C 0.34 0.81 1.23
C 1.59 0.35 0.66
N 2.30 -0.16 -0.10
H -0.13 -2.40 -0.96
H -0.67 -0.23 -2.04
H 0.71 -0.45 -1.03
H -1.69 0.20 0.60
H -1.03 1.49 -0.45
H 0.15 0.26 2.17
H 0.42 1.88 1.51
```


(b)
# C4H7NO

C4H7NO in the gas phase (ωB97M-V with the def2-TZVPD basis set, the Open Molecules 2025 dataset).

Computed properties:
spin multiplicity	1
SMILES	N=C=CCCO
E_HOMO	-8.7331	eV
molecular weight	85.1	g mol⁻¹

The geometry in XYZ format:
```
13
C4H7NO, DFT ωB97M-V with the def2-TZVPD basis set
N 2.61 -0.07 -0.26
C 1.52 -0.60 -0.04
C 0.37 -1.21 0.05
C -0.98 -0.58 -0.25
C -0.92 0.95 -0.34
O -0.18 1.52 0.72
H 3.03 0.43 0.53
H 0.39 -2.26 0.35
H -0.39 1.03 1.52
H -1.71 -0.85 0.53
H -1.38 -0.98 -1.19
H -1.94 1.36 -0.37
H -0.42 1.25 -1.27
```


(c)
# C4H7NO

C4H7NO in the gas phase (ωB97M-V with the def2-TZVPD basis set, the Open Molecules 2025 dataset).

Computed properties:
spin multiplicity	1
SMILES	CCOC=C=N
E_HOMO	-8.2969	eV
molecular weight	85.1	g mol⁻¹

The geometry in XYZ format:
```
13
C4H7NO, DFT ωB97M-V with the def2-TZVPD basis set
C 0.97 1.25 1.46
C 0.13 0.52 0.44
O 0.80 -0.69 0.11
C 0.12 -1.50 -0.75
C -1.04 -1.23 -1.32
N -2.17 -1.06 -1.80
H 1.97 1.47 1.05
H 0.49 2.19 1.75
H 1.10 0.64 2.36
H -0.01 1.12 -0.47
H -0.87 0.29 0.84
H 0.64 -2.42 -0.98
H -2.13 -0.58 -2.70
```


(d)
# C4H7NO

C4H7NO in the gas phase (ωB97M-V with the def2-TZVPD basis set, the Open Molecules 2025 dataset).

Computed properties:
spin multiplicity	1
SMILES	CN/C=C1/CO1
E_HOMO	-8.1792	eV
molecular weight	85.1	g mol⁻¹

The geometry in XYZ format:
```
13
C4H7NO, DFT ωB97M-V with the def2-TZVPD basis set
C 1.85 0.79 0.89
N 0.86 -0.28 0.98
C 0.32 -0.67 -0.27
C -0.94 -0.41 -0.57
C -2.22 -0.47 -1.21
O -1.99 0.20 0.06
H 1.96 1.24 1.88
H 2.82 0.39 0.59
H 0.11 -0.01 1.60
H 0.97 -1.20 -0.96
H 1.56 1.58 0.18
H -2.46 0.20 -2.03
H -2.82 -1.37 -1.14
```


Preferred: (a); penalty for the next structure: 0.364 eV.


(a)
# C4H7NO

C4H7NO in the gas phase (ωB97M-V with the def2-TZVPD basis set, the Open Molecules 2025 dataset).

Computed properties:
spin multiplicity	1
SMILES	CC/N=C\C=O
E_HOMO	-9.5811	eV
molecular weight	85.1	g mol⁻¹

The geometry in XYZ format:
```
13
C4H7NO, DFT ωB97M-V with the def2-TZVPD basis set
C 0.55 -0.54 -1.86
N -0.97 0.16 -0.13
C 0.33 0.46 -0.72
C -1.14 0.00 1.12
C -0.17 0.19 2.24
O -0.43 -0.20 3.36
H 1.34 -0.20 -2.53
H -0.38 -0.64 -2.42
H 0.82 -1.52 -1.47
H 1.17 0.43 -0.02
H 0.27 1.47 -1.13
H -2.14 -0.30 1.46
H 0.78 0.72 2.04
```


(b)
# C4H7NO

2 unconnected molecules or ions with the total composition C4H7NO (ωB97M-V with the def2-TZVPD basis set, the Open Molecules 2025 dataset).

Computed properties:
spin multiplicity	1
SMILES	C=C=NCC=O.[H][H]
E_HOMO	-8.4015	eV
molecular weight	85.1	g mol⁻¹

The geometry in XYZ format:
```
13
C4H7NO, DFT ωB97M-V with the def2-TZVPD basis set
C 2.00 -0.23 0.39
C 0.91 0.47 0.66
N 0.02 1.31 0.70
C -1.28 0.92 0.15
C -1.29 -0.61 0.12
O -0.50 -1.22 0.80
H 2.69 0.30 -0.25
H 0.74 -0.62 -1.32
H 2.25 -1.20 0.79
H -2.05 1.25 0.86
H -1.52 1.39 -0.81
H 0.05 -0.59 -1.61
H -2.02 -1.17 -0.48
```


Preferred: (a); penalty for the next structure: 2.550 eV.


(a)
# C4H7NO

2 unconnected molecules or ions with the total composition C4H7NO (ωB97M-V with the def2-TZVPD basis set, the Open Molecules 2025 dataset).

Computed properties:
spin multiplicity	1
SMILES	O=CC1=CN1.C
E_HOMO (alpha / beta)	-8.6309 / -8.6306	eV
molecular weight	85.1	g mol⁻¹

The geometry in XYZ format:
```
13
C4H7NO, DFT ωB97M-V with the def2-TZVPD basis set
C 1.80 -0.46 0.04
C -0.64 0.33 0.06
C -0.80 1.60 -0.03
N -0.57 0.86 -1.31
C -1.17 -0.89 0.66
O -2.25 -1.27 0.26
H 1.45 -0.82 -0.93
H 2.76 0.03 -0.06
H 1.81 -1.27 0.78
H -1.46 2.32 0.39
H 1.15 0.34 0.41
H -1.48 0.62 -1.73
H -0.60 -1.39 1.46
```


(b)
# C4H7NO

C4H7NO in the gas phase (ωB97M-V with the def2-TZVPD basis set, the Open Molecules 2025 dataset).

Computed properties:
spin multiplicity	1
SMILES	O=CNC1CC1
E_HOMO	-9.6721	eV
molecular weight	85.1	g mol⁻¹

The geometry in XYZ format:
```
13
C4H7NO, DFT ωB97M-V with the def2-TZVPD basis set
O 0.71 1.76 2.59
C 0.42 1.39 1.47
N -0.11 0.16 1.15
C -0.60 -0.17 -0.15
C -0.06 -1.41 -0.81
C 0.28 -0.05 -1.35
H 0.57 2.02 0.58
H -0.58 -0.34 1.89
H -1.65 0.02 -0.28
H 0.72 -1.96 -0.29
H -0.78 -2.02 -1.35
H -0.20 0.29 -2.26
H 1.30 0.30 -1.20
```


(c)
# C4H7NO

C4H7NO in the gas phase (ωB97M-V with the def2-TZVPD basis set, the Open Molecules 2025 dataset).

Computed properties:
spin multiplicity	1
E_HOMO	-7.2093	eV
molecular weight	85.1	g mol⁻¹

The geometry in XYZ format:
```
13
C4H7NO, DFT ωB97M-V with the def2-TZVPD basis set
O -0.22 -2.80 0.98
C 0.15 -1.67 0.80
C -0.76 -0.63 0.18
N -0.01 0.56 -0.25
C 0.94 0.37 -1.17
C -0.32 1.73 0.30
H 1.16 -1.32 1.10
H -1.47 -0.33 0.95
H -1.29 -1.07 -0.66
H 1.36 1.26 -1.62
H 1.43 -0.59 -1.23
H 0.37 2.55 0.12
H -1.34 1.91 0.62
```


(d)
# C4H7NO

C4H7NO in the gas phase (ωB97M-V with the def2-TZVPD basis set, the Open Molecules 2025 dataset).

Computed properties:
spin multiplicity	1
SMILES	C=C=NCOC
E_HOMO	-9.0503	eV
molecular weight	85.1	g mol⁻¹

The geometry in XYZ format:
```
13
C4H7NO, DFT ωB97M-V with the def2-TZVPD basis set
C -1.83 -0.40 0.31
C 0.06 -0.55 -0.89
O -0.44 -0.04 0.32
C 1.99 1.15 0.81
C 1.90 0.48 -0.30
N 1.48 -0.21 -1.23
H -2.42 0.44 -0.08
H -2.08 -1.29 -0.30
H -2.08 -0.62 1.34
H -0.54 -0.15 -1.71
H 0.03 -1.64 -0.81
H 2.24 0.63 1.72
H 1.68 2.19 0.82
```


Preferred: (b); penalty for the next structure: 2.058 eV.


(a)
# C4H7NO

A molecular structure, C4H7NO (ωB97M-V with the def2-TZVPD basis set, the Open Molecules 2025 dataset).

Computed properties:
spin multiplicity	1
E_HOMO	-9.3767	eV
molecular weight	85.1	g mol⁻¹

The geometry in XYZ format:
```
13
C4H7NO, DFT ωB97M-V with the def2-TZVPD basis set
O 1.26 -0.42 1.49
C 0.42 -0.14 0.43
C -0.50 -1.11 -0.31
N -0.84 0.46 -0.86
C -0.81 0.76 0.58
C 0.67 0.58 -0.88
H 1.89 -1.09 1.23
H -0.65 -1.15 -1.37
H -1.21 -1.62 0.35
H -0.69 1.83 0.78
H -1.69 0.34 1.08
H 1.19 0.02 -1.67
H 1.01 1.62 -0.84
```


(b)
# C4H7NO

C4H7NO in the gas phase (ωB97M-V with the def2-TZVPD basis set, the Open Molecules 2025 dataset).

Computed properties:
spin multiplicity	1
SMILES	CC[C@H]1NC1=O
E_HOMO	-9.4333	eV
molecular weight	85.1	g mol⁻¹

The geometry in XYZ format:
```
13
C4H7NO, DFT ωB97M-V with the def2-TZVPD basis set
C 1.51 0.87 -0.64
C 0.51 -0.18 -0.41
C -1.00 -0.51 1.34
C -0.95 0.23 0.05
N 1.07 0.24 -1.69
O 2.28 1.73 -0.37
H 0.84 -1.05 0.13
H -1.07 -1.55 1.15
H -1.78 -0.28 2.00
H 0.00 -0.27 1.86
H -1.12 1.34 -0.15
H -1.62 -0.28 -0.79
H 1.34 -0.30 -2.49
```


(c)
# C4H7NO

C4H7NO in the gas phase (ωB97M-V with the def2-TZVPD basis set, the Open Molecules 2025 dataset).

Computed properties:
spin multiplicity	1
SMILES	CC(=O)N1CC1
E_HOMO	-9.8442	eV
molecular weight	85.1	g mol⁻¹

The geometry in XYZ format:
```
13
C4H7NO, DFT ωB97M-V with the def2-TZVPD basis set
C -1.53 -0.72 -0.02
C -0.54 -0.23 1.01
O -0.54 -0.70 2.12
N 0.51 0.68 0.71
C 0.89 1.27 -0.56
C 1.43 -0.05 -0.18
H -1.43 -1.80 -0.10
H -2.53 -0.51 0.37
H -1.44 -0.28 -1.02
H 1.53 2.13 -0.42
H 0.21 1.33 -1.41
H 2.41 -0.22 0.26
H 1.03 -0.89 -0.74
```


Preferred: (c); penalty for the next structure: 0.808 eV.


(a)
# C4H7NO

C4H7NO in the gas phase (ωB97M-V with the def2-TZVPD basis set, the Open Molecules 2025 dataset).

Computed properties:
spin multiplicity	1
SMILES	C[C@H]1CN1C=O
E_HOMO	-9.7499	eV
molecular weight	85.1	g mol⁻¹

The geometry in XYZ format:
```
13
C4H7NO, DFT ωB97M-V with the def2-TZVPD basis set
C -1.54 0.08 0.46
C -0.36 -0.77 0.06
C 0.48 -0.53 -1.14
N 1.03 -0.37 0.18
C 1.57 0.85 0.52
O 2.10 1.59 -0.28
H -1.68 0.09 1.55
H -2.45 -0.36 0.03
H -1.47 1.12 0.10
H -0.50 -1.82 0.33
H 0.84 -1.37 -1.72
H 0.40 0.41 -1.69
H 1.55 1.06 1.60
```


(b)
# C4H7NO

2 unconnected molecules or ions with the total composition C4H7NO (ωB97M-V with the def2-TZVPD basis set, the Open Molecules 2025 dataset).

Computed properties:
spin multiplicity	1
SMILES	N#CC1CC1.O
E_HOMO	-9.9485	eV
molecular weight	85.1	g mol⁻¹

The geometry in XYZ format:
```
13
C4H7NO, DFT ωB97M-V with the def2-TZVPD basis set
O 0.00 -0.96 2.06
C -0.75 -0.52 -0.26
C -0.87 0.90 -0.57
C 0.53 0.65 -0.13
C 1.51 0.42 -1.16
N 2.25 0.17 -2.03
H 0.21 -1.89 1.91
H -1.49 -0.97 0.42
H -0.37 -1.25 -0.96
H -1.42 1.41 0.22
H -1.07 1.21 -1.57
H 0.56 -0.50 1.42
H 0.93 1.31 0.67
```


(c)
# C4H7NO

C4H7NO in the gas phase (ωB97M-V with the def2-TZVPD basis set, the Open Molecules 2025 dataset).

Computed properties:
spin multiplicity	1
E_HOMO (alpha / beta)	-7.8377 / -7.8434	eV
molecular weight	85.1	g mol⁻¹

The geometry in XYZ format:
```
13
C4H7NO, DFT ωB97M-V with the def2-TZVPD basis set
O 2.08 1.87 1.12
C 1.11 1.17 0.93
C 1.13 0.01 -0.09
N -0.22 -0.43 -0.45
C -1.17 0.40 -0.91
C -0.95 -1.49 0.02
H 0.17 1.31 1.50
H 1.62 -0.83 0.40
H 1.74 0.34 -0.94
H -1.92 0.05 -1.60
H -1.20 1.41 -0.52
H -1.74 -1.30 0.77
H -0.65 -2.51 -0.23
```


Preferred: (a); penalty for the next structure: 1.627 eV.


(a)
# C4H7NO

C4H7NO in the gas phase (ωB97M-V with the def2-TZVPD basis set, the Open Molecules 2025 dataset).

Computed properties:
spin multiplicity	1
SMILES	O=CCN1CC1
E_HOMO	-9.5505	eV
molecular weight	85.1	g mol⁻¹

The geometry in XYZ format:
```
13
C4H7NO, DFT ωB97M-V with the def2-TZVPD basis set
O -2.78 0.69 0.69
C -1.96 -0.19 0.53
C -0.54 0.20 0.83
N 0.54 -0.57 0.22
C 0.81 -0.43 -1.20
C 1.71 0.18 -0.20
H -2.27 -1.18 0.16
H -0.39 0.15 1.91
H -0.76 1.27 0.65
H 0.17 0.22 -1.79
H 1.13 -1.34 -1.71
H 2.68 -0.26 0.00
H 1.67 1.26 -0.09
```


(b)
# C4H7NO

2 unconnected molecules or ions with the total composition C4H7NO (ωB97M-V with the def2-TZVPD basis set, the Open Molecules 2025 dataset).

Computed properties:
spin multiplicity	1
E_HOMO	-8.0518	eV
molecular weight	85.1	g mol⁻¹

The geometry in XYZ format:
```
13
C4H7NO, DFT ωB97M-V with the def2-TZVPD basis set
C 1.62 -0.07 -0.57
C 0.34 0.51 2.16
O 0.17 1.60 1.91
C -0.78 -0.65 -0.25
C -2.03 -0.21 -0.10
N 0.22 0.04 -0.92
H 2.23 0.16 -1.45
H 1.85 -1.10 -0.28
H 1.95 0.59 0.24
H -0.48 -1.63 0.11
H -2.32 0.79 -0.41
H -2.81 -0.83 0.33
H -0.06 0.97 -1.20
```


Preferred: (b); penalty for the next structure: 0.960 eV.